Density functional theory data (wB97M-V/def2-TZVPD) for a 11-piece molecular cluster, C22H71N5O11 overall at a distorted geometry.

HOMO level (eV): -8.40
2S+1: 1
Orbital gap (eV): 8.330
E (eV): -53934.8462
Energy relative to the best compared isomer or geometry (same formula, charge and spin) (kJ/mol): 147.62

Last column: Löwdin charge in e.
Element x y z (Å)
O (-6.1293, -27.7114, 15.9410)  0.20
H (-7.0226, -27.3480, 15.6415)  0.08
H (-6.1199, -28.6770, 15.8522)  0.15
H (-5.3715, -27.3468, 15.3848)  0.08
C (-5.0093, -26.2854, 12.0406)  -0.09
C (-4.6042, -25.9972, 13.4709)  -0.45
O (-4.1368, -27.0834, 14.2223)  -0.33
H (-5.1666, -25.3469, 11.5064)  0.05
H (-5.8841, -26.9396, 12.0407)  0.06
H (-4.2186, -26.8353, 11.5257)  0.05
H (-5.4543, -25.4839, 13.9591)  0.08
H (-3.8478, -25.1963, 13.4513)  0.08
C (0.8740, -25.1610, 12.3029)  -0.07
C (-0.2514, -26.0527, 11.7782)  -0.42
C (-0.7051, -25.5232, 10.3963)  -0.20
O (-1.1603, -24.1886, 10.4533)  -0.17
C (-2.4860, -24.0521, 10.9257)  -0.10
N (0.2751, -27.4144, 11.5988)  0.04
H (1.5547, -24.8788, 11.4953)  0.08
H (1.4391, -25.4793, 13.1781)  0.08
H (0.4430, -24.2190, 12.6553)  0.07
H (-0.9819, -26.0448, 12.5898)  0.12
H (-1.4251, -26.1749, 9.8896)  0.11
H (0.1769, -25.5200, 9.7499)  0.12
H (-2.6153, -24.2710, 11.9886)  0.07
H (-3.1884, -24.6374, 10.3241)  0.09
H (-2.7980, -23.0205, 10.7525)  0.04
H (-0.4484, -27.9986, 11.1934)  0.04
H (0.9975, -27.3116, 10.8906)  0.07
C (-8.0149, -26.6850, 9.7268)  -0.08
C (-7.9100, -25.9753, 8.3968)  -0.41
C (-9.2301, -25.3184, 7.9557)  -0.20
O (-10.0709, -26.3307, 7.4176)  -0.19
C (-9.8656, -26.6051, 6.0342)  -0.10
N (-6.8482, -24.9488, 8.5106)  0.04
H (-8.7483, -27.4978, 9.7234)  0.08
H (-8.3506, -26.0081, 10.5190)  0.05
H (-7.0491, -27.0918, 10.0275)  0.07
H (-7.6332, -26.6950, 7.6255)  0.13
H (-8.9921, -24.4610, 7.3206)  0.12
H (-9.7499, -24.8969, 8.8191)  0.12
H (-10.5508, -27.3928, 5.7197)  0.08
H (-8.8638, -26.9650, 5.7968)  0.08
H (-10.1738, -25.7338, 5.4527)  0.09
H (-7.0266, -24.3932, 9.3430)  0.04
H (-5.9822, -25.4385, 8.7120)  0.06
C (-4.5982, -23.0579, 18.3833)  -0.07
C (-4.3673, -23.3109, 16.9058)  -0.41
C (-2.9117, -22.9702, 16.4447)  -0.20
O (-2.5966, -23.2329, 15.0959)  -0.23
C (-3.0055, -22.2043, 14.2097)  -0.06
N (-4.5442, -24.7555, 16.6748)  0.05
H (-3.8178, -23.5459, 18.9701)  0.08
H (-5.6158, -23.3898, 18.5796)  0.08
H (-4.5170, -22.0126, 18.6900)  0.08
H (-5.1252, -22.7964, 16.3137)  0.12
H (-2.2692, -23.6096, 17.0558)  0.13
H (-2.5482, -21.9713, 16.7171)  0.13
H (-2.3449, -21.3385, 14.3327)  0.10
H (-4.0128, -21.8863, 14.4850)  0.08
H (-2.8508, -22.5836, 13.2022)  0.06
H (-4.3873, -24.9461, 15.6901)  0.02
H (-3.8636, -25.3335, 17.1548)  0.08
C (-8.6568, -28.6301, 13.3670)  -0.04
C (-8.7347, -27.1215, 13.6314)  -0.40
C (-10.0278, -26.5009, 13.0702)  -0.21
O (-10.0047, -25.1124, 13.2554)  -0.22
C (-11.0578, -24.3909, 12.6450)  -0.09
N (-8.6201, -26.9332, 15.0931)  0.05
H (-8.3462, -28.7002, 12.3233)  0.08
H (-9.6374, -29.0756, 13.5445)  0.09
H (-7.9359, -29.1828, 13.9667)  0.07
H (-7.9185, -26.6196, 13.1052)  0.12
H (-10.8753, -26.8773, 13.6613)  0.13
H (-10.1789, -26.7559, 12.0166)  0.13
H (-12.0829, -24.6243, 12.9389)  0.09
H (-11.0596, -24.4946, 11.5532)  0.09
H (-10.7095, -23.3760, 12.8350)  0.09
H (-9.4624, -27.3475, 15.4858)  0.11
H (-8.7583, -25.9287, 15.2157)  0.10
C (-6.8506, -22.1011, 13.6637)  -0.06
C (-6.9581, -22.4546, 12.1859)  -0.40
C (-5.6475, -22.3244, 11.4228)  -0.20
O (-5.1546, -20.9931, 11.3665)  -0.16
C (-3.9801, -20.8877, 10.5884)  -0.11
N (-7.3053, -23.8645, 12.0725)  0.07
H (-6.1514, -22.7135, 14.2399)  0.05
H (-7.8075, -22.1161, 14.1905)  0.08
H (-6.4843, -21.0829, 13.8377)  0.08
H (-7.7202, -21.7746, 11.8014)  0.15
H (-5.8116, -22.7453, 10.4268)  0.12
H (-4.8866, -22.9535, 11.9019)  0.10
H (-3.9188, -21.4214, 9.6357)  0.10
H (-3.1665, -21.2986, 11.1978)  0.06
H (-3.7450, -19.8448, 10.3852)  0.09
H (-6.6858, -24.3965, 12.6748)  0.04
H (-8.2392, -24.0131, 12.4385)  0.05
O (-2.1501, -29.3681, 14.7486)  -0.07
H (-1.3001, -29.0971, 15.1087)  0.04
H (-2.5897, -28.5435, 14.5050)  -0.02
O (-3.4066, -27.9177, 9.1104)  -0.09
H (-3.1239, -28.1052, 10.0244)  -0.03
H (-2.7113, -28.2878, 8.5598)  0.03
O (-1.7786, -25.9651, 15.3593)  -0.08
H (-1.9357, -25.0163, 15.2667)  -0.01
H (-2.5328, -26.3851, 14.9018)  -0.02
O (-2.5816, -28.7396, 11.6661)  -0.05
H (-3.1442, -28.3605, 12.3598)  0.03
H (-2.5031, -29.6703, 11.9004)  0.07